No. 1
# CH5N3O2S

One molecule with the formula CH5N3O2S at a distorted geometry (the ωB97M-V functional and the def2-TZVPD basis, the Open Molecules 2025 dataset).

For the HOMO energy, the calculation gives -8.7227 eV. For the energy above the lowest of the compared OMol25 structures with the same formula, charge and spin, the calculation gives 346.4 kJ/mol. The SMILES is O/N=C(\NO)NS.

Geometry as ORCA input:
```
! wB97M-V def2-TZVPD RIJCOSX def2/J DEFGRID3
* xyz 0 1
C 0.356 0.473 0.091
H -1.933 -1.697 1.037
H -0.982 1.149 1.279
H 1.749 -0.411 -0.918
H 1.199 -2.053 1.041
H 1.724 2.580 -1.357
N -0.777 0.225 0.874
N 1.316 -0.524 -0.012
N 0.533 1.644 -0.424
O 0.868 -1.815 0.184
O 1.764 1.688 -1.071
S -2.028 -0.676 0.150
*
```

No. 2
# CH5N3S

CH5N3S as an isolated structure at a distorted geometry (the ωB97M-V functional and the def2-TZVPD basis, the Open Molecules 2025 dataset).

For the HOMO energy, the calculation gives -8.3011 eV. For the energy above the lowest of the compared OMol25 structures with the same formula, charge and spin, the calculation gives 579.8 kJ/mol.

Geometry as ORCA input:
```
! wB97M-V def2-TZVPD RIJCOSX def2/J DEFGRID3
* xyz 0 1
C -0.208 -1.317 0.173
H 0.547 0.044 2.192
H -1.624 0.795 2.190
H -0.485 -2.333 -0.379
H 1.583 -1.083 -0.760
H -0.119 1.730 0.143
N -0.596 0.398 1.392
N -0.988 -0.881 1.112
N 0.753 -0.491 -0.439
S 0.448 0.973 -1.180
*
```

No. 3
# CH5N3S2

A 2-piece molecular cluster, CH5N3S2 overall at a distorted geometry (the ωB97M-V functional and the def2-TZVPD basis, the Open Molecules 2025 dataset).

For the HOMO energy, the calculation gives -7.7912 eV. For the energy above the lowest of the compared OMol25 structures with the same formula, charge and spin, the calculation gives 256.2 kJ/mol.

Geometry as ORCA input:
```
! wB97M-V def2-TZVPD RIJCOSX def2/J DEFGRID3
* xyz 0 1
C -2.941 0.014 0.888
N -0.636 0.086 -0.039
N -2.173 1.256 1.078
N -1.052 1.107 0.614
S 3.052 1.520 0.286
S -1.814 -1.147 0.002
H -3.307 -0.342 1.849
H -3.880 0.321 0.251
H 1.724 1.775 0.539
H -0.300 1.788 0.851
H 3.067 2.273 -0.808
*
```

No. 4
# CH5N5

A 2-piece molecular cluster, CH5N5 overall at a distorted geometry (the ωB97M-V functional and the def2-TZVPD basis, the Open Molecules 2025 dataset).

For the HOMO energy, the calculation gives -8.4196 eV. For the energy above the lowest of the compared OMol25 structures with the same formula, charge and spin, the calculation gives 278.2 kJ/mol.

Geometry as ORCA input:
```
! wB97M-V def2-TZVPD RIJCOSX def2/J DEFGRID3
* xyz 0 1
C -2.000 1.002 0.398
N 3.090 0.943 0.751
N 2.373 0.200 0.273
N -1.316 0.221 -0.306
N 1.725 -0.431 -0.527
N 0.988 -1.539 -0.094
H -2.420 2.011 0.192
H -1.657 0.907 1.441
H -1.621 0.106 -1.279
H 0.913 -2.183 -1.012
H -0.073 -1.237 0.165
*
```

Please write out number 3 again, unchanged.
# CH5N3S2

A 2-piece molecular cluster, CH5N3S2 overall at a distorted geometry (the ωB97M-V functional and the def2-TZVPD basis, the Open Molecules 2025 dataset).

For the HOMO energy, the calculation gives -7.7912 eV. For the energy above the lowest of the compared OMol25 structures with the same formula, charge and spin, the calculation gives 256.2 kJ/mol.

Geometry as ORCA input:
```
! wB97M-V def2-TZVPD RIJCOSX def2/J DEFGRID3
* xyz 0 1
C -2.941 0.014 0.888
N -0.636 0.086 -0.039
N -2.173 1.256 1.078
N -1.052 1.107 0.614
S 3.052 1.520 0.286
S -1.814 -1.147 0.002
H -3.307 -0.342 1.849
H -3.880 0.321 0.251
H 1.724 1.775 0.539
H -0.300 1.788 0.851
H 3.067 2.273 -0.808
*
```

Q: Number 3 is which compound?
A: CH5N3S2